<w>
Here is a 2-piece molecular cluster, C5H12N2 overall from OMol25. Energies are from the ωB97M-V functional and the def2-TZVPD basis.

```
19
Properties=species:S:1:pos:R:3
C -0.280 0.721 0.707
C 0.962 0.138 0.582
C -1.646 -0.967 -0.174
C -0.759 1.842 -0.182
C 1.927 0.459 -0.522
N 0.409 -1.963 -0.323
N -0.836 -1.978 0.136
H 0.930 -2.687 0.172
H -1.036 -2.444 1.020
H -0.748 0.683 1.685
H 1.379 -0.354 1.453
H -1.549 -0.550 -1.164
H -2.611 -0.943 0.310
H -1.847 1.922 -0.159
H -0.353 2.810 0.142
H -0.469 1.698 -1.226
H 2.802 -0.190 -0.478
H 2.264 1.501 -0.479
H 1.462 0.301 -1.498
```

Its lowest unoccupied orbital energy (alpha / beta) is 0.0341 / 0.0341 Ha. Its net charge is 0. The calculation puts the highest occupied orbital energy (alpha / beta) at -7.8 / -7.8 eV.

---

<x>
Here is one molecule with the formula C5H12N2 from OMol25. Energies are from the ωB97M-V functional and the def2-TZVPD basis.

```
19
Properties=species:S:1:pos:R:3
C -0.132 1.088 -2.019
C 1.067 0.733 -1.120
C 0.617 0.392 0.293
C 0.165 -0.832 0.586
N -0.414 -1.102 1.872
C -0.184 -2.507 2.229
N -0.772 2.340 -1.699
H -0.775 0.205 -2.129
H 0.272 1.228 -3.036
H 1.824 1.512 -1.039
H 1.512 -0.167 -1.548
H 0.519 1.088 1.120
H -0.139 -1.514 -0.215
H -1.382 -0.818 1.937
H 0.876 -2.566 2.523
H -0.299 -3.205 1.405
H -0.693 -2.833 3.134
H -1.111 2.869 -2.492
H -1.575 2.196 -1.100
```

Its lowest unoccupied orbital energy is 0.0379 Ha. Its net charge is 0. The calculation puts the highest occupied orbital energy at -8.5 eV. Its SMILES is CN/C=C/CCN.

---

<y>
Here is one molecule with the formula C5H12N2 from OMol25. Energies are from the ωB97M-V functional and the def2-TZVPD basis.

```
19
Properties=species:S:1:pos:R:3
C -0.707 -0.697 -1.401
C -1.019 0.514 -0.575
C -0.402 0.246 0.783
C 1.128 0.068 0.699
C 1.799 -1.113 0.853
N 1.864 1.245 0.602
N -2.442 0.658 -0.417
H -0.721 -1.684 -1.004
H -1.508 -0.902 -2.086
H 0.262 -0.650 -1.871
H -0.554 1.429 -1.035
H -0.500 0.799 1.713
H -0.719 -0.811 0.953
H 2.863 -0.925 0.568
H 1.554 -2.013 1.337
H 2.825 1.065 0.801
H 1.787 1.617 -0.264
H -2.815 -0.226 0.145
H -2.695 1.380 0.200
```

Its lowest unoccupied orbital energy is 0.0385 Ha. Its net charge is 0. The calculation puts the highest occupied orbital energy at -8.6 eV. Its SMILES is C=C(N)C[C@@H](C)N.

---

Name the least stable of them. <w>.